# 1
Computed, not measured: a molecular structure, C32H20BrInN6O5S, with wB97M-V/def2-TZVPD.

Geometry as XYZ:
```
66
C32H20BrInN6O5S | the OMol25 dataset | wB97M-V/def2-TZVPD
In -0.26624 -0.24753 0.18342
C 3.97804 0.09487 -0.96024
C 4.69763 -0.41626 0.11375
C 4.04770 -0.68878 1.29481
C 2.66594 -0.46278 1.41216
N 1.96731 -0.06197 0.32080
C 2.61774 0.22904 -0.81672
N 2.14541 -0.54227 2.67668
C 0.90370 -0.52010 3.01824
N -0.20652 -0.63962 2.23967
C -1.33327 -0.46906 2.99871
N -2.57001 -0.49725 2.64829
C -3.10153 -0.63831 1.39474
C -4.43435 -1.07798 1.32594
C -5.09436 -1.11056 0.12245
C -4.44076 -0.67959 -1.03063
C -3.13022 -0.29529 -0.91817
N -2.46674 -0.28832 0.25127
C -0.91634 -0.26082 4.40196
C -1.63757 -0.00647 5.54998
C -0.92418 0.18153 6.72938
C 0.46464 0.10462 6.74974
C 1.18594 -0.15450 5.58885
C 0.47376 -0.32710 4.42037
H 4.45567 0.35182 -1.89383
H 5.76486 -0.57753 0.03129
H 4.57575 -1.04124 2.16854
H 2.00143 0.58378 -1.63134
H -4.91276 -1.37511 2.24740
H -6.11901 -1.45476 0.06985
H -4.93502 -0.66999 -1.99050
H -2.56139 0.02452 -1.78306
H -2.71790 0.04920 5.52719
H -1.45753 0.39484 7.64689
H 0.98904 0.25644 7.68436
H 2.26618 -0.21566 5.59466
Br 0.28691 8.43349 -0.83351
C 0.10416 6.55539 -0.62918
C -0.25883 6.04534 0.60793
C -0.38036 4.67505 0.75626
C -0.15777 3.82681 -0.32485
C 0.19535 4.35832 -1.55870
C 0.33669 5.72782 -1.71460
C -0.25308 2.35025 -0.12135
O -0.30667 1.58079 -1.13618
O -0.25507 1.89274 1.04522
H -0.43545 6.71274 1.43961
H -0.64309 4.24115 1.71097
H 0.36277 3.68982 -2.39295
H 0.62512 6.14924 -2.66744
O -1.29631 -3.00454 1.22326
S -1.15020 -3.24334 -0.18584
O -2.35713 -3.31377 -0.95543
N -0.10605 -2.14805 -0.85958
C 1.01485 -2.76049 -1.36649
O 1.87979 -2.21532 -2.02007
C 1.03421 -4.22389 -1.05474
C 2.08572 -5.09404 -1.28215
C 1.95804 -6.40450 -0.84320
C 0.79758 -6.83514 -0.20632
C -0.26032 -5.96159 0.01119
C -0.11072 -4.66060 -0.42025
H 2.98229 -4.74342 -1.77565
H 2.77857 -7.09466 -0.98918
H 0.72210 -7.85776 0.13818
H -1.16891 -6.29003 0.49845
```

The calculation puts the maximum force at 0.81 eV/A. The total charge is 0. The calculation puts the relative energy (zero: lowest compared OMol25 entry of this formula, charge and spin) at 32.0 kJ/mol.

=====

# 2
Computed, not measured: a single C3H8N2OS molecule in a non-equilibrium geometry, with wB97M-V/def2-TZVPD.

Geometry as XYZ:
```
15
C3H8N2OS | the OMol25 dataset | wB97M-V/def2-TZVPD
C -1.53042 1.59264 -0.97816
C 0.07899 0.36612 0.48752
C -0.61651 -1.72284 -1.23684
H -2.56558 1.81393 -0.82420
H -1.43898 0.76796 -1.70068
H -1.00727 2.45953 -1.43409
H -1.17341 1.78661 1.06340
H -0.42339 -2.13999 -2.20140
H -0.64543 -2.49749 -0.44830
H -1.56679 -1.19946 -1.28681
H 1.50110 -1.18634 1.34092
N -0.98119 1.21405 0.27211
N 0.53288 0.40260 1.69322
O 1.37715 -0.56161 2.08493
S 0.74053 -0.50274 -0.91129
```

The calculation puts the maximum force at 1.83 eV/A. The total charge is 0. The calculation puts the relative energy (zero: lowest compared OMol25 entry of this formula, charge and spin) at 296.5 kJ/mol. The structure (SMILES) is CN/C(=N/O)SC.

=====

# 3
Computed, not measured: a molecular structure, C9H15Cl2NY in a non-equilibrium geometry, with wB97M-V/def2-TZVPD.

Geometry as XYZ:
```
28
C9H15Cl2NY | the OMol25 dataset | wB97M-V/def2-TZVPD
Y -1.97183 -0.12356 0.01750
Cl -2.94929 1.81287 -1.14569
Cl -3.92137 -0.86455 1.91045
C -4.59451 -0.74893 0.19436
H -5.42560 -1.44889 0.09927
H -4.93395 0.27364 -0.01888
C 1.18346 -0.82918 -0.11581
C 0.29779 -0.02719 -0.54963
H 0.95822 -1.64024 0.59557
C 0.32966 0.72082 -1.84809
H -3.86700 -1.08742 -0.60429
C 1.60065 0.36872 -2.68422
H -0.54915 0.39477 -2.42880
H 0.23019 1.81905 -1.78358
C 2.81723 0.22293 -1.75176
H 1.41600 -0.57857 -3.20327
H 1.77983 1.12938 -3.45440
C 2.62165 -0.82184 -0.63939
H 3.72229 0.01889 -2.32992
H 2.93686 1.19349 -1.26053
H 2.87530 -1.83960 -0.97011
H 3.36234 -0.59620 0.14390
C 0.63762 0.44134 4.02882
C -0.18563 0.41097 2.85271
N -0.91774 0.44200 1.94562
H 0.08351 0.93893 4.84058
H 1.56243 1.00035 3.81961
H 0.90103 -0.58199 4.33998
```

The calculation puts the maximum force at 4.67 eV/A. The total charge is -1. The calculation puts the relative energy (zero: lowest compared OMol25 entry of this formula, charge and spin) at 0.0 kJ/mol.

=====

Number 1: total energy -138742.141 eV. Number 2: total energy -19101.429 eV. Number 3: total energy -37152.155 eV.